Entry 1
Computed, not measured: 2 unconnected molecules or ions with the total composition C2H4Cl4, with ωB97M-V/def2-TZVPD.

## Properties
M: 169.87 g mol⁻¹
highest occupied orbital energy: -10.6 eV
SMILES: ClCCl.ClCCl
frontier orbital gap: 11.34 eV
net charge: 0

Atoms and positions in Å:
Cl: 2.13 -1.02 -0.17
C: 1.22 -0.12 -1.42
Cl: 1.07 1.57 -0.95
H: 1.83 -0.29 -2.35
H: 0.20 -0.43 -1.50
Cl: -1.78 -0.09 2.84
C: -1.26 0.10 1.24
Cl: -2.14 -0.62 -0.08
H: -1.07 1.20 1.04
H: -0.20 -0.30 1.34

Mulliken population analysis, charges in e, atoms 1 to 4:
1. Cl -0.152
2. C -0.148
3. Cl -0.135
4. H 0.294

---

Entry 2
Computed, not measured: 2 unconnected molecules or ions with the total composition C2H4Cl4, with ωB97M-V/def2-TZVPD.

## Properties
M: 169.87 g mol⁻¹
highest occupied orbital energy: -10.8 eV
SMILES: ClCCl.ClCCl
frontier orbital gap: 11.47 eV
net charge: 0

Atoms and positions in Å:
Cl: 0.89 2.26 -0.75
C: 0.14 1.79 0.78
Cl: 0.25 3.18 1.97
H: -0.92 1.64 0.60
H: 0.57 0.92 1.27
Cl: 0.93 -1.70 0.44
C: -0.20 -2.07 -0.87
Cl: -1.41 -0.79 -1.04
H: 0.38 -2.19 -1.79
H: -0.62 -3.04 -0.61

Mulliken population analysis, charges in e, atoms 1 to 4:
1. Cl -0.122
2. C -0.124
3. Cl -0.191
4. H 0.236

---

Stability check: which of them is most stable? entry 2.

---

Entry 1
Computed, not measured: a gas-phase ion, C7H10N (charge +1), with ωB97M-V/def2-TZVPD.

## Properties
M: 108.16 g mol⁻¹
highest occupied orbital energy (alpha / beta): -13.9 / -14.3 eV
frontier orbital gap (alpha / beta): 6.95 / 8.17 eV
net charge: +1

Atoms and positions in Å:
C: 1.82 -0.09 -1.08
C: 3.04 -0.05 -0.65
C: 0.71 -0.23 -2.14
C: -0.44 -1.55 0.56
C: -0.40 -0.09 0.53
C: -1.67 0.80 0.30
C: 0.33 0.54 1.66
N: 0.50 -0.10 -0.72
H: 0.54 0.68 -2.81
H: 0.68 -1.23 -2.53
H: 0.17 -2.11 1.16
H: -0.95 -2.02 -0.26
H: -1.38 1.85 0.50
H: -2.64 0.28 0.61
H: -1.91 0.90 -0.79
H: 1.32 0.21 1.85
H: -0.11 0.69 2.58
H: 0.39 1.54 1.22

Mulliken population analysis, charges in e, atoms 1 to 4:
1. C 0.371
2. C -0.586
3. C -0.227
4. C -0.866

---

Entry 2
Computed, not measured: a molecular structure, C7H10N, with ωB97M-V/def2-TZVPD.

## Properties
M: 108.16 g mol⁻¹
highest occupied orbital energy: -15.2 eV
frontier orbital gap: 11.41 eV
net charge: +1

Atoms and positions in Å:
C: -0.26 -1.24 -1.19
C: 0.77 -0.50 -0.61
C: -1.09 -0.50 -0.06
C: -0.12 0.65 -0.60
C: 2.16 -0.48 -0.26
C: -1.59 -0.82 1.32
C: -0.16 2.02 -0.07
N: -1.09 -0.06 -1.44
H: -0.27 -2.25 -1.50
H: 2.52 0.29 -0.88
H: 2.73 -1.31 -0.48
H: 2.31 -0.05 0.66
H: -2.73 -1.26 1.22
H: -1.61 0.12 1.87
H: -1.16 -1.60 1.81
H: -0.97 2.56 -0.37
H: 0.66 2.59 -0.43
H: -0.10 1.84 1.01

Mulliken population analysis, charges in e, atoms 1 to 4:
1. C -0.227
2. C 0.719
3. C 0.404
4. C 0.655

---

Stability check: which of them is most stable? entry 2.

---

Entry 1
Computed, not measured: a gas-phase ion, C8H12NS (charge +1), with ωB97M-V/def2-TZVPD.

## Properties
M: 154.26 g mol⁻¹
highest occupied orbital energy (alpha / beta): -11.4 / -11.4 eV
frontier orbital gap (alpha / beta): 6.30 / 6.30 eV
net charge: +1

Atoms and positions in Å:
C: -1.20 0.14 0.87
C: 1.68 0.07 0.51
C: -1.60 -2.15 0.53
C: 2.36 -2.21 -0.39
C: -1.44 -0.89 -0.05
C: 2.44 -1.12 0.41
C: 0.13 2.22 0.75
C: -0.94 1.48 -1.31
N: -1.06 1.43 0.22
S: 1.77 1.62 0.11
H: -1.93 -2.96 -0.21
H: -1.63 -2.34 1.59
H: 2.91 -3.10 -0.14
H: 1.88 -2.16 -1.38
H: -1.78 -0.72 -1.01
H: 2.91 -1.13 1.37
H: 0.01 3.24 0.59
H: 0.13 1.97 1.85
H: -1.00 2.58 -1.52
H: 0.03 0.98 -1.51
H: -1.94 1.03 -1.75
H: -1.72 2.04 0.45

Mulliken population analysis, charges in e, atoms 1 to 4:
1. C -0.377
2. C 0.297
3. C -0.747
4. C -0.762

---

Entry 2
Computed, not measured: a gas-phase ion, C8H12NS (charge +1), with ωB97M-V/def2-TZVPD.

## Properties
M: 154.26 g mol⁻¹
highest occupied orbital energy: -14.2 eV
frontier orbital gap: 9.04 eV
net charge: +1

Atoms and positions in Å:
C: -2.22 -0.21 -0.07
C: -0.01 0.61 -0.42
C: -2.38 1.30 0.09
C: 3.06 -0.22 0.26
C: 2.42 1.03 -0.16
C: 1.75 -1.06 0.04
C: 1.27 0.14 -0.71
C: -3.48 -1.00 0.11
N: -1.06 -0.69 -0.28
S: -0.62 2.03 0.00
H: -2.86 1.58 -0.84
H: -2.86 1.50 0.95
H: 3.87 -0.76 -0.38
H: 3.34 -0.28 1.32
H: 2.01 1.57 0.77
H: 2.95 1.67 -0.93
H: 1.78 -1.92 -0.60
H: 1.06 -1.52 0.90
H: 1.37 0.02 -1.81
H: -4.39 -0.46 0.44
H: -3.24 -1.90 0.73
H: -3.60 -1.44 -0.93

Mulliken population analysis, charges in e, atoms 1 to 4:
1. C 0.574
2. C -0.267
3. C -0.734
4. C -0.484

---

Entry 3
Computed, not measured: a molecular structure, C8H12NS, with ωB97M-V/def2-TZVPD.

## Properties
M: 154.26 g mol⁻¹
highest occupied orbital energy: -13.0 eV
frontier orbital gap: 8.96 eV
net charge: +1

Atoms and positions in Å:
C: 3.11 0.62 0.42
C: 2.60 -0.67 0.34
C: 2.28 1.63 0.03
C: 1.20 -0.84 0.10
C: 0.95 1.46 -0.23
C: 0.34 0.24 -0.04
C: -1.68 -1.13 0.89
C: -1.12 0.07 0.16
N: -1.91 -0.47 -1.52
S: -1.91 1.62 0.47
H: 4.15 0.66 0.66
H: 3.21 -1.56 0.36
H: 2.66 2.58 -0.22
H: 0.88 -1.93 0.17
H: 0.43 2.43 -0.28
H: -2.74 -1.13 0.76
H: -1.23 -2.04 0.54
H: -1.43 -1.10 1.91
H: -2.59 -1.26 -1.16
H: -1.39 -0.63 -2.33
H: -2.56 0.24 -1.75
H: -3.24 1.22 0.73

Mulliken population analysis, charges in e, atoms 1 to 4:
1. C -0.599
2. C -0.478
3. C -0.494
4. C -0.432

---

Stability check: which of them is most stable? entry 3.

---

Entry 1
Computed, not measured: 6 unconnected molecules or ions with the total composition C54H114N6O6, with ωB97M-V/def2-TZVPD.

## Properties
M: 943.54 g mol⁻¹
highest occupied orbital energy (alpha / beta): -9.5 / -9.5 eV
frontier orbital gap (alpha / beta): 7.09 / 3.50 eV
net charge: +1
expectation value of S²: 0.755
multiplicity: 2

Atoms and positions in Å:
C: -2.44 4.36 6.19
C: -1.22 4.22 5.36
C: -1.46 3.10 4.29
C: -2.24 3.57 3.05
C: -1.46 4.78 2.48
C: -1.53 5.96 3.39
N: -0.86 5.51 4.64
O: -0.61 6.58 5.53
C: -0.66 6.98 2.63
C: -3.00 6.43 3.45
C: -0.07 3.80 6.22
H: -2.57 5.31 6.70
H: -2.31 3.65 7.01
H: -3.29 4.01 5.60
H: -0.45 2.72 4.11
H: -1.90 2.22 4.77
H: -3.28 3.72 3.34
H: -2.32 2.87 2.22
H: -1.78 5.04 1.47
H: -0.38 4.62 2.37
H: 0.41 6.78 2.56
H: -0.93 7.16 1.59
H: -0.67 7.90 3.21
H: -3.17 7.34 4.03
H: -3.43 6.43 2.45
H: -3.67 5.70 3.92
H: -0.03 2.72 6.36
H: -0.08 4.33 7.17
H: 0.90 4.09 5.81
H: 0.13 7.01 5.09
C: -8.60 7.49 2.20
C: -9.16 8.61 1.28
C: -9.83 7.98 -0.01
C: -10.76 8.87 -0.76
C: -11.76 9.59 0.16
C: -11.12 10.29 1.39
N: -10.25 9.32 1.98
O: -9.79 9.75 3.21
C: -10.36 11.59 0.84
C: -12.33 10.56 2.33
C: -7.99 9.59 0.78
H: -9.39 6.76 2.38
H: -8.05 7.89 3.05
H: -7.82 7.02 1.60
H: -9.11 7.52 -0.68
H: -10.39 7.07 0.20
H: -11.30 8.22 -1.45
H: -10.16 9.59 -1.32
H: -12.41 8.80 0.56
H: -12.30 10.39 -0.34
H: -9.95 11.40 -0.15
H: -10.88 12.54 0.88
H: -9.44 11.69 1.41
H: -11.96 11.16 3.17
H: -13.13 11.13 1.85
H: -12.72 9.79 2.99
H: -7.64 10.16 1.63
H: -8.11 10.16 -0.14
H: -7.11 9.08 0.37
H: -10.41 9.25 3.75
C: 2.44 15.75 -1.61
C: 3.49 14.57 -1.84
C: 4.64 15.08 -2.65
C: 5.86 14.15 -2.74
C: 6.33 13.78 -1.25
C: 5.18 13.17 -0.39
N: 4.04 14.04 -0.53
O: 3.08 13.72 0.46
C: 4.93 11.76 -0.77
C: 5.81 13.22 1.03
C: 2.76 13.39 -2.62
H: 2.02 15.57 -0.62
H: 1.61 15.73 -2.32
H: 2.99 16.69 -1.61
H: 4.23 15.47 -3.58
H: 5.14 15.90 -2.11
H: 6.74 14.62 -3.19
H: 5.65 13.26 -3.33
H: 6.72 14.65 -0.72
H: 6.96 12.92 -1.47
H: 4.73 11.70 -1.84
H: 5.88 11.26 -0.58
H: 4.16 11.27 -0.17
H: 6.72 12.65 0.88
H: 5.95 14.23 1.41
H: 5.26 12.80 1.87
H: 2.19 12.81 -1.89
H: 3.49 12.69 -3.03
H: 1.98 13.70 -3.33
H: 3.23 14.33 1.19
C: 0.38 19.48 -0.25
C: 0.80 19.33 1.31
C: -0.19 18.26 1.91
C: 0.28 17.98 3.32
C: 1.69 17.35 3.23
C: 2.79 18.18 2.51
N: 2.25 18.89 1.35
O: 3.13 19.56 0.60
C: 3.28 19.14 3.62
C: 3.92 17.16 2.05
C: 0.56 20.70 2.04
H: 1.07 20.21 -0.68
H: -0.65 19.77 -0.46
H: 0.55 18.60 -0.87
H: -1.11 18.80 2.10
H: -0.35 17.42 1.24
H: -0.45 17.30 3.75
H: 0.34 18.86 3.96
H: 1.53 16.51 2.56
H: 2.12 16.97 4.15
H: 3.98 19.89 3.25
H: 2.66 19.85 4.16
H: 3.81 18.52 4.34
H: 4.02 16.29 2.70
H: 3.63 16.71 1.10
H: 4.88 17.54 1.71
H: 1.03 21.57 1.58
H: 0.80 20.68 3.10
H: -0.50 20.88 2.22
H: 3.42 18.92 -0.05
C: -2.98 9.77 2.39
C: -2.67 10.43 0.99
C: -3.85 11.28 0.49
C: -3.55 12.16 -0.65
C: -2.48 13.21 -0.15
C: -1.12 12.59 0.42
N: -1.46 11.36 1.17
O: -0.41 10.86 1.98
C: -0.29 12.08 -0.74
C: -0.45 13.74 1.22
C: -2.34 9.25 0.07
H: -3.92 9.22 2.43
H: -2.95 10.55 3.15
H: -2.19 9.09 2.70
H: -4.59 10.61 0.03
H: -4.43 11.80 1.26
H: -4.34 12.76 -1.10
H: -3.12 11.75 -1.56
H: -2.88 13.88 0.61
H: -2.28 13.97 -0.90
H: 0.70 11.70 -0.47
H: -0.70 11.21 -1.26
H: -0.16 12.90 -1.45
H: 0.58 13.43 1.40
H: -0.42 14.68 0.68
H: -0.84 13.88 2.23
H: -2.49 9.50 -0.98
H: -2.85 8.34 0.38
H: -1.26 9.08 0.11
H: 0.04 10.37 1.29
C: -5.06 4.77 -1.34
C: -4.05 4.78 -2.50
C: -4.98 4.26 -3.69
C: -5.75 5.48 -4.27
C: -4.85 6.63 -4.63
C: -3.93 7.16 -3.50
N: -3.33 6.05 -2.73
O: -2.78 6.55 -1.59
C: -2.88 8.02 -4.24
C: -4.73 8.26 -2.56
C: -2.93 3.73 -2.18
H: -5.62 3.86 -1.12
H: -5.61 5.67 -1.61
H: -4.44 5.03 -0.48
H: -4.43 3.77 -4.50
H: -5.59 3.50 -3.22
H: -6.60 5.81 -3.66
H: -6.30 5.13 -5.14
H: -5.66 7.32 -4.83
H: -4.35 6.33 -5.55
H: -2.46 7.36 -5.01
H: -3.32 8.97 -4.52
H: -2.11 8.25 -3.50
H: -3.98 8.82 -2.01
H: -5.00 9.13 -3.15
H: -5.48 7.84 -1.90
H: -3.28 2.80 -2.63
H: -2.79 3.51 -1.12
H: -2.00 4.00 -2.68
H: -1.85 6.34 -1.64

Mulliken population analysis, charges in e, atoms 1 to 4:
1. C -1.745
2. C 1.754
3. C -1.694
4. C -0.557

---

Entry 2
Computed, not measured: 6 unconnected molecules or ions with the total composition C54H114N6O6, with ωB97M-V/def2-TZVPD.

## Properties
M: 943.54 g mol⁻¹
highest occupied orbital energy (alpha / beta): -9.1 / -9.1 eV
frontier orbital gap (alpha / beta): 6.51 / 2.77 eV
net charge: +1
expectation value of S²: 0.754
multiplicity: 2

Atoms and positions in Å:
C: 1.92 -2.19 0.13
C: 0.78 -2.11 -0.89
C: -0.57 -1.96 -0.21
C: -1.12 -0.55 0.16
C: -0.88 0.45 -1.03
C: 0.56 0.33 -1.60
N: 0.97 -1.08 -1.91
O: 2.18 -1.32 -2.65
C: 0.37 1.15 -2.91
C: 1.52 1.09 -0.68
C: 0.75 -3.52 -1.60
H: 2.88 -2.61 -0.18
H: 1.70 -2.73 1.05
H: 2.24 -1.20 0.47
H: -1.27 -2.40 -0.92
H: -0.57 -2.56 0.70
H: -0.68 -0.09 1.05
H: -2.20 -0.56 0.30
H: -1.05 1.45 -0.63
H: -1.67 0.17 -1.72
H: 0.19 2.21 -2.72
H: 1.31 1.13 -3.46
H: -0.43 0.76 -3.55
H: 1.75 2.05 -1.15
H: 1.27 1.20 0.37
H: 2.45 0.51 -0.66
H: 0.44 -4.29 -0.89
H: 1.74 -3.81 -1.94
H: 0.01 -3.46 -2.40
H: 1.83 -1.62 -3.49
C: 5.22 -1.60 6.41
C: 4.63 -0.22 6.23
C: 5.79 0.82 6.06
C: 6.50 0.69 4.66
C: 5.45 1.03 3.65
C: 4.22 0.05 3.60
N: 3.72 -0.15 5.02
O: 2.57 -0.98 5.22
C: 3.09 0.76 2.73
C: 4.62 -1.38 3.01
C: 3.77 0.20 7.47
H: 5.63 -1.86 7.38
H: 6.06 -1.64 5.70
H: 4.49 -2.38 6.23
H: 5.35 1.80 6.23
H: 6.56 0.69 6.82
H: 7.05 -0.23 4.46
H: 7.31 1.41 4.57
H: 6.03 0.97 2.73
H: 5.12 2.07 3.73
H: 2.69 1.58 3.32
H: 3.46 1.12 1.77
H: 2.28 0.04 2.59
H: 4.89 -1.35 1.95
H: 5.44 -1.86 3.55
H: 3.73 -1.99 3.12
H: 3.43 1.23 7.40
H: 4.32 0.08 8.40
H: 2.82 -0.35 7.49
H: 1.94 -0.28 5.43
C: -2.14 -5.96 -2.73
C: -2.51 -5.08 -3.95
C: -3.03 -3.75 -3.37
C: -3.16 -2.61 -4.47
C: -1.74 -2.61 -5.12
C: -1.17 -3.91 -5.78
N: -1.27 -4.92 -4.74
O: -0.91 -6.16 -5.30
C: -1.87 -4.23 -7.17
C: 0.34 -3.56 -5.91
C: -3.73 -5.68 -4.73
H: -1.82 -6.96 -3.02
H: -2.91 -6.09 -1.97
H: -1.42 -5.56 -2.01
H: -4.07 -3.73 -3.06
H: -2.46 -3.38 -2.52
H: -3.32 -1.61 -4.08
H: -3.94 -2.82 -5.21
H: -1.16 -2.16 -4.31
H: -1.76 -1.83 -5.88
H: -1.28 -5.04 -7.59
H: -2.93 -4.46 -7.17
H: -1.83 -3.29 -7.72
H: 1.06 -3.56 -5.09
H: 0.81 -4.19 -6.66
H: 0.52 -2.61 -6.42
H: -3.60 -6.57 -5.34
H: -4.25 -4.99 -5.40
H: -4.43 -5.95 -3.93
H: -1.60 -6.45 -5.91
C: 5.00 2.94 -7.16
C: 4.13 2.30 -6.07
C: 4.64 0.93 -5.59
C: 5.95 0.97 -4.65
C: 5.44 1.82 -3.45
C: 4.77 3.29 -3.72
N: 3.89 3.24 -4.94
O: 3.07 4.28 -5.17
C: 4.01 3.69 -2.44
C: 5.84 4.33 -3.98
C: 2.74 1.88 -6.58
H: 5.02 2.19 -7.95
H: 5.91 3.18 -6.62
H: 4.48 3.86 -7.45
H: 3.90 0.33 -5.06
H: 5.04 0.32 -6.40
H: 6.63 1.52 -5.30
H: 6.29 0.00 -4.30
H: 6.25 1.90 -2.72
H: 4.72 1.23 -2.89
H: 3.58 4.70 -2.44
H: 3.29 2.93 -2.14
H: 4.76 3.73 -1.65
H: 6.31 4.74 -3.09
H: 6.61 3.82 -4.57
H: 5.63 5.16 -4.67
H: 2.10 1.84 -5.70
H: 2.75 1.00 -7.23
H: 2.31 2.71 -7.14
H: 2.18 4.07 -4.87
C: -8.07 -0.99 2.78
C: -7.92 -0.36 1.37
C: -7.29 1.07 1.66
C: -5.82 1.28 1.66
C: -5.12 0.43 0.48
C: -5.55 -1.05 0.49
N: -7.03 -1.19 0.42
O: -7.54 -2.39 -0.01
C: -5.00 -1.51 -0.92
C: -5.01 -1.91 1.61
C: -9.25 -0.19 0.67
H: -7.12 -1.33 3.19
H: -8.71 -1.86 2.64
H: -8.58 -0.30 3.46
H: -7.74 1.71 0.90
H: -7.54 1.46 2.65
H: -5.34 1.11 2.62
H: -5.62 2.33 1.45
H: -4.03 0.53 0.48
H: -5.21 0.95 -0.47
H: -3.97 -1.19 -1.09
H: -4.98 -2.58 -1.13
H: -5.54 -1.11 -1.77
H: -5.51 -2.83 1.91
H: -4.08 -2.40 1.29
H: -4.68 -1.43 2.53
H: -9.69 -1.06 0.18
H: -9.33 0.51 -0.16
H: -9.98 0.13 1.42
H: -7.96 -2.13 -0.83
C: 0.36 2.92 7.33
C: -0.83 2.97 6.31
C: -1.51 4.33 6.31
C: -2.53 4.59 5.19
C: -1.65 4.46 3.97
C: -0.95 3.16 3.64
N: -0.29 2.73 4.95
O: 0.30 1.54 4.83
C: -1.87 2.08 2.95
C: 0.11 3.53 2.63
C: -1.74 1.75 6.67
H: -0.05 2.76 8.33
H: 0.98 3.81 7.29
H: 1.06 2.12 7.08
H: -2.03 4.70 7.20
H: -0.68 5.04 6.30
H: -3.04 5.55 5.31
H: -3.30 3.81 5.23
H: -1.00 5.33 3.91
H: -2.45 4.57 3.23
H: -2.15 2.41 1.95
H: -1.51 1.05 2.84
H: -2.77 1.99 3.56
H: 0.75 4.35 2.95
H: 0.75 2.76 2.19
H: -0.24 4.07 1.75
H: -1.16 0.82 6.62
H: -2.53 1.58 5.94
H: -2.23 1.77 7.64
H: 1.19 1.89 4.94

Mulliken population analysis, charges in e, atoms 1 to 4:
1. C -1.736
2. C 1.400
3. C -0.219
4. C 1.280

---

Stability check: which of them is most stable? entry 2.